# C9H12HgN2O5

A structure of composition C9H12HgN2O5 at a distorted geometry (ωB97M-V with the def2-TZVPD basis set, the Open Molecules 2025 dataset).

As for the HOMO-LUMO gap: 7.322 eV. For the energy above the lowest of the compared OMol25 structures with the same formula, charge and spin, the calculation gives 90.52 kcal per mole. Its net charge is +2. The LUMO energy comes out at -8.528 eV.

Geometry as XYZ:
```
29
C9H12HgN2O5 (ωB97M-V with the def2-TZVPD basis set)
O 0.03 -3.15 0.00
C 0.03 -2.01 0.00
Hg 0.08 0.02 0.08
O -2.74 -0.03 -1.58
C -1.73 -0.01 -1.00
C 1.74 0.03 -1.03
O 2.75 0.03 -1.58
C -0.02 2.02 0.02
O -0.03 3.17 -0.01
C 1.85 -0.08 2.29
N 0.86 -0.35 3.37
C 1.38 -0.41 4.71
C -0.46 -0.54 3.11
O -0.96 -0.49 1.92
N -1.53 -0.81 3.89
C -1.57 -0.97 5.29
C -2.84 -0.92 3.22
H 2.86 0.05 2.71
H 1.61 0.86 1.77
H 1.90 -0.93 1.60
H 0.92 0.38 5.30
H 1.23 -1.41 5.11
H 2.45 -0.22 4.72
H -2.23 -0.20 5.72
H -1.98 -1.95 5.53
H -0.61 -0.89 5.81
H -3.13 0.00 2.71
H -2.88 -1.75 2.51
H -3.62 -1.12 3.97
```

Results of the Mulliken charge analysis, in e, for atoms 1 through 6:
1. O -0.15
2. C 0.10
3. Hg 2.44
4. O -0.14
5. C 0.14
6. C 0.12



# C9H12INOS

A cluster of 2 separate species, C9H12INOS in total at a distorted geometry (ωB97M-V with the def2-TZVPD basis set, the Open Molecules 2025 dataset).

As for the HOMO-LUMO gap (spin up / spin down): 6.431 / 7.703 eV. For the energy above the lowest of the compared OMol25 structures with the same formula, charge and spin, the calculation gives 0.00 kcal per mole. Its net charge is 0. The LUMO energy (spin up / spin down) comes out at -0.464 / -0.512 eV.

Geometry as XYZ:
```
25
C9H12INOS (ωB97M-V with the def2-TZVPD basis set)
C 2.18 1.95 -0.57
C 1.24 1.72 -1.54
C 1.33 -0.08 0.50
C 2.15 1.03 0.53
C 0.51 -0.41 -0.56
C 0.55 0.55 -1.70
C 2.82 1.36 1.79
C -3.29 -1.90 0.22
C -0.36 -1.55 -0.73
N -2.33 -0.90 0.51
O -0.46 0.38 -2.65
S 0.01 -3.03 -0.06
I -2.98 1.01 0.06
H 2.72 2.85 -0.33
H 1.05 2.55 -2.26
H 1.21 -0.65 1.54
H 2.34 0.64 2.53
H 3.93 1.27 1.67
H 2.65 2.28 2.19
H -2.94 -2.84 0.64
H -4.17 -1.58 0.80
H -3.52 -1.94 -0.95
H -0.81 -1.71 -1.70
H -0.36 1.09 -3.38
H 0.92 -2.76 0.85
```

Results of the Mulliken charge analysis, in e, for atoms 1 through 6:
1. C -1.10
2. C -0.39
3. C -0.33
4. C 1.21
5. C 0.47
6. C 0.19



# C9H12N2OS2

The molecule C9H12N2OS2 at a distorted geometry (ωB97M-V with the def2-TZVPD basis set, the Open Molecules 2025 dataset).

As for the HOMO-LUMO gap: 8.956 eV. For the energy above the lowest of the compared OMol25 structures with the same formula, charge and spin, the calculation gives 0.00 kcal per mole. Its net charge is 0. The LUMO energy comes out at 0.521 eV.

Geometry as XYZ:
```
26
C9H12N2OS2 (ωB97M-V with the def2-TZVPD basis set)
C -2.09 1.14 -2.66
C -1.76 1.45 -1.33
C -1.41 0.15 -3.26
C -0.63 0.79 -0.91
C 0.55 -1.44 0.77
C -0.54 1.24 1.59
C 1.36 -2.62 1.04
C 2.54 0.03 0.49
C 0.24 1.01 0.31
N -1.82 0.82 1.64
N 1.09 -0.27 0.39
O -0.68 -1.50 0.86
S 0.15 2.17 2.78
S -0.21 -0.49 -2.07
H -2.99 1.57 -2.95
H -2.15 2.38 -0.80
H -1.37 -0.27 -4.32
H 1.98 -2.45 1.89
H 0.76 -3.58 1.34
H 1.83 -2.96 0.15
H 3.06 -0.38 -0.43
H 2.53 1.09 0.47
H 2.80 -0.58 1.29
H 0.93 1.85 0.27
H -2.05 0.15 0.92
H -2.13 0.71 2.52
```

Results of the Mulliken charge analysis, in e, for atoms 1 through 6:
1. C -0.59
2. C -0.35
3. C -0.47
4. C -0.10
5. C 1.02
6. C -0.04



# C9H12N3O2

The ion C9H12N3O2 with charge +1 at a distorted geometry (ωB97M-V with the def2-TZVPD basis set, the Open Molecules 2025 dataset).

As for the HOMO-LUMO gap: 8.324 eV. For the energy above the lowest of the compared OMol25 structures with the same formula, charge and spin, the calculation gives 62.60 kcal per mole. Its net charge is +1. The LUMO energy comes out at -4.357 eV.

Geometry as XYZ:
```
26
C9H12N3O2 (ωB97M-V with the def2-TZVPD basis set)
C 0.76 1.34 3.40
C -0.62 1.37 2.98
C 1.65 0.61 2.61
C -1.13 0.72 1.83
C 1.15 -0.07 1.49
C -0.20 -0.04 1.11
C -0.45 -0.80 -2.55
C -0.13 -0.04 -1.32
C -1.43 -1.89 -0.01
N -0.54 -0.66 -0.11
N 0.15 -0.52 -3.67
N 0.67 1.01 -1.28
O -0.18 -1.07 -4.66
O 1.16 0.39 -3.66
H 0.93 1.79 4.39
H -1.31 1.99 3.68
H 2.63 0.50 2.79
H -2.22 0.79 1.55
H 1.84 -0.64 0.98
H -1.22 -1.68 -2.56
H -1.70 -1.96 0.99
H -2.40 -1.96 -0.57
H -0.78 -2.79 -0.16
H 1.43 0.69 -4.58
H 1.26 1.29 -2.13
H 0.66 1.61 -0.51
```

Results of the Mulliken charge analysis, in e, for atoms 1 through 6:
1. C -0.46
2. C -0.42
3. C -0.80
4. C -0.06
5. C 0.19
6. C -0.73



# C9H12N4

A structure of composition C9H12N4 at a distorted geometry (ωB97M-V with the def2-TZVPD basis set, the Open Molecules 2025 dataset).

As for the HOMO-LUMO gap: 8.431 eV. For the energy above the lowest of the compared OMol25 structures with the same formula, charge and spin, the calculation gives 116.63 kcal per mole. Its net charge is 0. The LUMO energy comes out at -0.095 eV.

Geometry as XYZ:
```
25
C9H12N4 (ωB97M-V with the def2-TZVPD basis set)
C -3.11 -0.48 -2.32
C 0.24 -2.48 -0.01
C -0.83 -2.08 -0.82
C 1.05 -1.70 0.75
C -1.08 -0.79 -0.98
C 0.80 -0.26 1.00
C 0.25 0.53 -0.25
C -0.50 1.69 0.24
C 1.38 0.71 -1.34
N -3.52 0.56 -3.08
N -2.67 1.52 -2.99
N -1.75 1.23 -2.20
N -2.01 -0.06 -1.68
H -3.67 -1.46 -2.26
H 0.64 -3.55 -0.07
H -1.39 -2.73 -1.45
H 1.81 -2.18 1.35
H 0.06 -0.19 1.80
H 1.78 0.34 1.26
H -1.03 1.40 1.26
H -1.23 2.14 -0.56
H 0.27 2.49 0.37
H 2.25 1.23 -0.99
H 0.94 1.18 -2.12
H 1.73 -0.23 -1.71
```

Results of the Mulliken charge analysis, in e, for atoms 1 through 6:
1. C 0.03
2. C -0.23
3. C -0.45
4. C -0.78
5. C 0.40
6. C -0.49



# C9H12N4

The molecule C9H12N4 at a distorted geometry (ωB97M-V with the def2-TZVPD basis set, the Open Molecules 2025 dataset).

As for the HOMO-LUMO gap: 10.123 eV. For the energy above the lowest of the compared OMol25 structures with the same formula, charge and spin, the calculation gives 37.20 kcal per mole. Its net charge is 0. The LUMO energy comes out at 0.978 eV.

Geometry as XYZ:
```
25
C9H12N4 (ωB97M-V with the def2-TZVPD basis set)
C -1.50 -1.75 2.56
C -0.38 0.44 -3.04
C -0.96 -0.65 3.24
C 0.17 -0.87 -3.08
C -0.91 -1.71 1.30
C -0.17 0.82 -1.73
C -0.44 2.24 -1.19
C 2.00 -1.49 0.34
C 0.98 -0.35 0.32
N -0.04 -0.05 2.51
N 0.62 -1.25 -1.96
N -0.05 -0.65 1.31
N 0.44 -0.25 -1.05
H -2.13 -2.51 2.82
H -0.78 1.01 -3.86
H -1.15 -0.18 4.26
H 0.33 -1.49 -3.96
H -0.85 -2.45 0.60
H 0.05 2.92 -1.93
H -1.52 2.24 -1.15
H -0.04 2.32 -0.22
H 2.52 -1.31 1.29
H 2.64 -1.36 -0.47
H 1.38 -2.44 0.23
H 1.35 0.65 0.51
```

Results of the Mulliken charge analysis, in e, for atoms 1 through 6:
1. C -0.92
2. C -0.58
3. C -0.15
4. C -0.31
5. C -0.07
6. C 0.45



# C9H12N5

A cluster of 2 separate species, C9H12N5 in total at a distorted geometry (ωB97M-V with the def2-TZVPD basis set, the Open Molecules 2025 dataset).

As for the HOMO-LUMO gap (spin up / spin down): 6.675 / 6.673 eV. For the energy above the lowest of the compared OMol25 structures with the same formula, charge and spin, the calculation gives 95.43 kcal per mole. Its net charge is +1. The LUMO energy (spin up / spin down) comes out at -5.786 / -5.786 eV.

Geometry as XYZ:
```
26
C9H12N5 (ωB97M-V with the def2-TZVPD basis set)
C 2.35 0.39 -1.34
C 2.72 0.52 0.79
C -2.41 1.25 -0.02
C -1.77 0.92 -1.22
C -1.68 1.43 1.12
C -0.41 0.66 -1.19
C -0.09 -1.91 0.21
C -0.22 1.25 1.23
C 0.40 0.76 0.00
N 3.61 0.30 -1.05
N 3.83 0.42 0.20
N 1.70 0.50 -0.15
N -0.65 -2.23 -0.95
N -0.63 -2.57 1.22
H 2.02 0.44 -2.34
H 2.63 0.49 1.83
H -3.43 1.53 0.00
H -2.36 0.75 -2.15
H -2.20 1.92 1.90
H 0.03 0.34 -2.12
H 0.13 2.21 1.44
H -0.10 0.72 2.21
H -0.20 -1.92 -1.78
H -1.48 -2.81 -0.95
H -0.41 -2.16 2.13
H -1.39 -3.20 1.00
```

Results of the Mulliken charge analysis, in e, for atoms 1 through 6:
1. C -0.06
2. C -0.13
3. C -0.44
4. C -0.70
5. C -0.82
6. C -0.19



# C9H12N6O4S

The molecule C9H12N6O4S at a distorted geometry (ωB97M-V with the def2-TZVPD basis set, the Open Molecules 2025 dataset).

As for the HOMO-LUMO gap: 8.879 eV. For the energy above the lowest of the compared OMol25 structures with the same formula, charge and spin, the calculation gives 281.90 kcal per mole. Its net charge is 0. The LUMO energy comes out at -0.224 eV.

Geometry as XYZ:
```
32
C9H12N6O4S (ωB97M-V with the def2-TZVPD basis set)
C -5.32 -0.61 0.19
H -6.07 -0.03 0.42
H -5.07 -1.38 0.73
H -5.47 -1.01 -0.95
O -4.22 0.07 0.01
C -3.14 -0.39 -0.12
O -3.03 -1.58 -0.34
C -1.99 0.68 -0.21
N -2.17 2.02 0.01
N -0.95 2.50 0.09
N -0.09 1.81 -0.07
C -0.72 0.48 -0.32
C 0.14 -1.05 -0.50
H -0.56 -1.59 -0.58
H 0.88 -0.79 -1.28
S 0.92 -1.29 1.32
C 2.57 -2.12 0.61
H 2.94 -1.31 -0.07
H 3.29 -1.94 1.37
C 2.29 -3.29 0.04
O 3.47 -3.87 -0.68
H 4.03 -3.89 0.29
H 1.65 -3.14 -0.89
H 1.80 -3.96 0.83
C 1.29 2.13 -0.39
N 2.37 1.19 -0.44
O 3.40 1.73 -0.39
N 3.16 3.36 -0.11
C 1.75 3.26 0.20
N 1.16 4.34 0.50
H 1.60 5.37 0.43
H 0.09 4.28 0.30
```

Results of the Mulliken charge analysis, in e, for atoms 1 through 6:
1. C -0.74
2. H 0.27
3. H 0.37
4. H 0.26
5. O -0.26
6. C 0.60



# C9H12O

The molecule C9H12O at a distorted geometry (ωB97M-V with the def2-TZVPD basis set, the Open Molecules 2025 dataset).

As for the HOMO-LUMO gap (spin up / spin down): 5.995 / 6.870 eV. For the energy above the lowest of the compared OMol25 structures with the same formula, charge and spin, the calculation gives 3.31 kcal per mole. As for the multiplicity: 3. Its net charge is 0. The LUMO energy (spin up / spin down) comes out at 0.611 / -2.012 eV.

Geometry as XYZ:
```
22
C9H12O (ωB97M-V with the def2-TZVPD basis set)
C 0.70 -0.89 0.36
C 0.13 0.35 0.04
C 2.04 -0.55 -0.18
C 1.57 0.71 -0.74
C 3.25 -1.07 -0.07
C 0.12 -2.13 0.83
C -1.30 1.71 -1.24
C -2.29 0.42 0.74
C -1.09 1.20 0.21
O 1.91 1.63 -1.43
H 4.11 -0.46 -0.16
H 3.43 -2.06 0.33
H 1.09 -2.48 1.29
H -0.23 -2.61 -0.11
H -0.67 -1.86 1.44
H -0.54 2.61 -1.49
H -2.37 2.02 -1.34
H -1.18 0.93 -1.88
H -2.13 -0.11 1.70
H -2.50 -0.33 -0.11
H -3.20 1.00 0.81
H -0.84 1.95 1.01
```

Results of the Mulliken charge analysis, in e, for atoms 1 through 6:
1. C 0.59
2. C -0.50
3. C 0.64
4. C 0.19
5. C -1.42
6. C -1.05



Q: Which of these has the highest net charge?
A: C9H12HgN2O5